67
Properties=species:S:1:pos:R:3:forces:R:3 method="wB97M-V/def2-TZVPD" charge=0 fmax_ev_per_a=1.506 e_homo_ev="-6.93 / -6.91" e_tot_ev=-98614.826 gap_ev="5.5 / 5.5"
Ni 0.35438 0.56353 0.47363 -0.29 0.18 -0.09
S 1.24341 2.50047 0.07822 -0.31 -0.48 -0.11
C -0.12965 3.06101 -0.89314 0.58 1.22 -0.15
N -0.14124 4.17680 -1.58094 -0.05 -0.86 0.42
N 0.94634 4.91048 -1.54042 -0.04 0.39 -0.33
C 1.12313 6.00040 -2.41122 -0.04 -0.14 0.15
C 0.16162 6.34072 -3.35651 -0.08 -0.04 -0.02
C 0.38931 7.41879 -4.19860 -0.01 -0.01 0.01
C 1.56328 8.15651 -4.11299 0.00 0.01 -0.02
C 2.51679 7.80625 -3.16669 0.04 -0.01 0.03
C 2.30047 6.73395 -2.31512 0.13 0.03 0.04
N -1.28157 2.35002 -0.93978 -0.19 -1.17 0.13
N -1.18126 1.19632 -0.39404 0.27 1.47 0.21
C -2.26947 0.36451 -0.45595 -0.77 -0.80 0.18
C -2.08227 -0.83580 0.17724 0.38 0.01 -0.37
C -4.20714 -2.01486 0.00833 0.18 -0.29 -0.08
C -5.02298 -1.08315 -0.46078 -0.04 0.17 -0.09
C -4.67261 0.17322 -1.11932 -0.30 -0.08 -0.08
C -3.49246 0.78082 -1.15391 0.44 0.13 0.08
H 1.72554 4.60841 -0.97486 0.22 -0.05 0.07
H -0.74323 5.75132 -3.42323 0.03 0.06 -0.02
H -0.35908 7.68031 -4.93750 0.03 -0.02 0.04
H 1.73612 8.99290 -4.78077 -0.02 -0.07 0.06
H 3.43888 8.37090 -3.08933 -0.05 -0.04 0.00
H 3.04799 6.45894 -1.57511 -0.07 0.04 -0.08
H -0.74936 -1.85087 1.18455 0.14 0.00 -0.09
H -4.61952 -2.92941 0.41738 0.09 0.05 0.08
H -6.07730 -1.31290 -0.37984 0.00 0.05 0.06
H -5.48795 0.67087 -1.63071 0.01 -0.06 -0.06
H -3.40486 1.72221 -1.67617 0.03 -0.04 -0.05
C 4.78694 -1.07177 -0.85011 -0.06 0.03 0.33
N 4.31898 -0.72744 0.50756 -0.13 -0.02 -0.22
C 5.26441 -0.84380 1.62075 -0.11 0.00 -0.09
C 3.06050 -0.47972 0.73810 0.50 -0.23 0.23
N 1.96139 -0.25221 1.01595 -0.14 0.18 -0.30
H 5.62359 -0.42048 -1.10382 -0.01 0.02 0.02
H 3.98389 -0.93896 -1.56448 -0.13 0.01 0.01
H 5.10019 -2.11327 -0.88106 -0.03 -0.04 0.05
H 6.10948 -0.17812 1.45286 0.02 0.04 -0.03
H 5.62372 -1.86972 1.69256 -0.02 -0.05 0.00
H 4.77701 -0.57165 2.55317 -0.04 0.00 -0.03
C -0.58456 -7.46709 0.03942 0.11 -0.03 -0.04
C -0.18394 -6.66124 -1.19701 -0.10 0.05 0.12
C -1.39975 -6.30781 -2.05394 0.00 -0.01 -0.06
C 0.63766 -5.42206 -0.83971 -0.21 0.00 0.16
N 0.81078 -3.82290 1.06614 0.29 0.10 -0.78
C -0.14440 -2.63177 -1.32897 0.10 0.25 -0.24
N 1.15446 -2.59841 -1.54013 0.34 -0.06 0.59
N 2.11852 -3.00737 -0.71590 -0.13 0.09 -0.10
N 1.84899 -3.30013 0.58281 -0.62 -0.10 -0.07
H -0.95997 -8.45321 -0.24849 0.00 0.08 0.02
H -1.36312 -6.95359 0.60277 0.01 0.01 0.01
H 0.27167 -7.61223 0.70753 -0.09 -0.01 -0.08
H 0.49019 -7.27805 -1.80078 0.02 0.03 -0.05
H -2.19651 -5.87592 -1.44256 0.04 0.02 -0.03
H -1.80481 -7.20060 -2.53650 -0.02 0.04 0.05
H -1.14011 -5.59042 -2.84135 -0.03 -0.09 0.08
H 0.91643 -4.90019 -1.75412 0.04 -0.02 -0.07
H 1.55537 -5.74176 -0.34921 0.04 0.03 0.11
H -0.73101 -2.03275 -2.02231 0.03 -0.05 -0.02
O -0.95402 -0.92362 0.94429 0.23 0.23 -0.03
N -2.78340 -1.99962 0.02294 -0.21 -0.35 -0.04
C -2.07308 -3.25616 0.11032 -0.60 0.01 0.42
C -2.73348 -4.29774 0.83670 0.03 0.15 0.22
N -3.34550 -5.08469 1.41821 0.11 0.10 -0.17
C -0.82617 -3.46465 -0.40442 0.10 -0.01 0.06
N -0.07704 -4.55023 0.11571 0.39 -0.07 0.03

61
Properties=species:S:1:pos:R:3:forces:R:3 method="wB97M-V/def2-TZVPD" charge=0 fmax_ev_per_a=1.341 e_homo_ev=-7.83 e_tot_ev=-61704.007 gap_ev=8.1
C -0.30714 -1.13712 -1.57773 0.04 -0.05 -0.04
O -0.55834 -0.68538 -0.26222 -0.16 -0.06 -0.03
C -1.38200 -1.52190 0.50787 -0.24 -0.41 0.11
C -2.85232 -1.57036 0.06673 0.91 -0.20 -0.17
N -3.51095 -0.30252 0.29785 0.02 0.75 -1.01
C -4.70322 -0.29508 1.11201 -0.87 0.16 0.16
C -5.91891 -0.91863 0.41806 0.11 -0.06 -0.01
O -6.91885 -1.13032 1.38646 0.28 0.15 0.12
C -8.13420 -1.56536 0.83139 -0.06 -0.03 -0.03
S -3.47499 0.77673 -0.98609 0.08 0.01 0.21
O -3.22926 0.06834 -2.21412 0.27 0.06 0.21
O -4.64285 1.60439 -0.91089 0.02 0.06 0.35
C -2.05642 1.80120 -0.60793 -0.32 -0.21 -0.18
C -1.92780 2.30770 0.66948 0.02 0.08 0.09
C -0.84573 3.11469 0.97410 0.05 0.05 -0.11
C 0.10797 3.38588 -0.00078 -0.37 0.19 -0.17
C 1.28664 4.25328 0.31015 0.06 -0.08 0.01
O 1.21285 5.44758 0.48211 -0.15 0.09 0.04
N 2.49870 3.61471 0.35143 0.39 0.70 -0.03
C 2.80320 2.27563 0.33095 -0.56 -1.14 0.29
N 4.00635 1.86515 0.13280 0.35 0.80 -0.16
C 4.08796 0.50806 0.20597 -1.18 -0.60 0.22
C 2.91029 -0.13177 0.48173 0.30 0.39 -0.07
S 1.62040 1.00652 0.65932 0.99 0.21 -0.16
C 2.81136 -1.60679 0.64017 0.01 -0.17 -0.04
C 3.84649 -2.26480 -0.27700 -0.12 0.02 0.10
C 5.20886 -1.63392 -0.14308 0.05 0.03 0.00
C 6.36681 -2.38237 -0.26458 0.04 0.01 0.02
C 7.61243 -1.77650 -0.20475 0.06 -0.05 -0.02
C 7.71133 -0.40645 -0.03128 0.08 0.01 -0.01
C 6.56562 0.35721 0.09312 -0.12 -0.04 -0.01
C 5.31590 -0.24861 0.04110 0.34 -0.14 -0.01
C -0.05081 2.89431 -1.29336 -0.08 0.10 0.16
C -1.14467 2.10474 -1.59883 -0.06 -0.02 -0.15
H -0.01201 -2.19364 -1.57926 0.03 0.01 -0.01
H 0.51755 -0.53072 -1.94899 0.04 -0.04 -0.07
H -1.17618 -1.00016 -2.22608 0.07 -0.05 0.00
H -0.98549 -2.55081 0.50174 0.00 0.07 0.04
H -1.32004 -1.11918 1.52206 -0.07 -0.13 0.01
H -2.90945 -1.81702 -0.99753 -0.02 -0.24 0.16
H -3.35688 -2.35228 0.63675 -0.06 0.07 -0.03
H -4.93430 0.74332 1.34860 -0.08 -0.11 0.20
H -4.50534 -0.83426 2.04204 0.08 0.06 -0.06
H -6.27000 -0.24044 -0.37124 0.01 -0.10 0.06
H -5.63908 -1.87610 -0.05213 0.00 0.07 0.01
H -8.01294 -2.52188 0.30732 -0.02 0.02 0.02
H -8.82635 -1.69129 1.66137 -0.06 -0.03 -0.08
H -8.53523 -0.82745 0.12674 -0.01 -0.02 0.02
H -2.66923 2.06385 1.41272 -0.05 0.01 0.19
H -0.72539 3.52307 1.96592 -0.01 0.03 0.10
H 3.30849 4.22189 0.43377 -0.17 -0.04 -0.02
H 1.80522 -1.95048 0.40065 -0.02 -0.09 0.02
H 3.01665 -1.87246 1.68410 -0.05 -0.05 -0.01
H 3.90564 -3.33383 -0.06700 0.02 0.00 -0.06
H 3.52202 -2.14698 -1.31748 -0.06 -0.03 0.01
H 6.29732 -3.45139 -0.40954 -0.02 -0.11 -0.01
H 8.50525 -2.37705 -0.29691 0.08 -0.04 -0.01
H 8.68183 0.06528 0.00932 0.08 0.04 0.01
H 6.61772 1.42551 0.23344 0.02 0.12 0.01
H 0.68216 3.12925 -2.05126 0.07 -0.02 -0.07
H -1.29663 1.70700 -2.58926 0.06 -0.03 -0.15

60
Properties=species:S:1:pos:R:3:forces:R:3 method="wB97M-V/def2-TZVPD" charge=0 fmax_ev_per_a=1.217 e_homo_ev=-8.57 e_tot_ev=-39854.144 gap_ev=8.9
C -0.57900 0.23699 -2.14336 0.26 -0.07 -0.13
C 0.83655 0.66045 -2.53027 -0.19 0.18 0.22
C 0.79133 1.80011 -3.54462 0.12 -0.29 0.06
C 1.61954 1.06984 -1.27642 0.17 -0.18 -0.21
C 3.13814 0.98408 -1.43632 -0.09 0.29 0.17
N 3.59291 -0.38530 -1.32642 -0.15 0.10 -0.43
C 4.33903 -0.81462 -0.29038 0.12 -0.50 -0.48
O 4.85129 -0.07700 0.52765 0.15 0.17 0.47
C 4.52143 -2.33098 -0.23439 -0.18 0.14 0.26
C 3.72666 -2.87653 0.95412 0.12 0.09 -0.29
C 2.24262 -2.65545 0.75979 0.05 -0.23 0.17
O 1.71725 -2.35440 -0.28760 -0.06 0.03 -0.20
N 1.49486 -2.89167 1.88786 -0.55 0.04 0.39
N 0.19209 -2.39579 1.93805 -0.09 -0.45 -0.26
C 0.07269 -1.03185 1.82580 0.75 0.18 0.26
N 1.06467 -0.26090 2.10956 -0.08 -0.65 -0.04
C 0.91722 1.09552 2.02154 -0.47 0.48 -0.11
C 2.02992 1.90748 2.27096 -0.06 0.13 -0.03
C 1.91502 3.27341 2.17091 0.09 -0.12 0.03
C 0.69902 3.86852 1.82611 -0.19 0.10 -0.08
C -0.40567 3.09275 1.56695 0.02 -0.01 0.00
C -0.30859 1.70169 1.65712 0.59 0.08 0.20
C -1.38113 0.81678 1.36165 -0.16 -0.56 -0.05
N -2.61880 1.00385 0.96319 0.07 0.44 0.02
C -3.11641 -0.24981 0.81633 1.02 -0.03 0.32
C -4.47424 -0.50556 0.38058 -0.60 -0.19 -0.19
C -4.94277 -1.81197 0.25615 0.09 0.15 0.02
C -6.24058 -2.04181 -0.15698 -0.06 -0.08 -0.02
C -7.07814 -0.97620 -0.44836 -0.05 0.01 -0.02
C -6.61478 0.32431 -0.32651 -0.11 0.00 -0.04
C -5.31816 0.56306 0.08604 0.19 -0.09 0.06
N -2.24872 -1.20989 1.10622 -0.52 -0.84 -0.18
N -1.14501 -0.53864 1.45574 -0.14 1.21 -0.05
H -1.16392 -0.00788 -3.02718 -0.13 -0.02 -0.07
H -1.08574 1.03901 -1.60918 -0.09 0.12 0.07
H -0.54685 -0.64297 -1.50413 -0.05 -0.11 0.13
H 1.33140 -0.20066 -2.99344 0.02 -0.04 -0.03
H 0.25469 2.65057 -3.12917 -0.07 0.12 0.06
H 1.79378 2.12530 -3.81262 0.10 0.11 -0.09
H 0.28176 1.48357 -4.45199 -0.04 0.03 -0.13
H 1.34688 0.40613 -0.45546 -0.01 0.02 0.06
H 1.33962 2.08576 -0.99125 -0.08 0.09 0.04
H 3.63663 1.54134 -0.63986 -0.01 -0.02 -0.17
H 3.45219 1.39068 -2.40303 0.01 0.08 0.09
H 3.04529 -1.07021 -1.82620 0.14 -0.08 0.17
H 5.58032 -2.54368 -0.08413 -0.04 0.05 -0.05
H 4.18507 -2.79887 -1.15901 0.04 -0.03 0.02
H 4.04476 -2.36032 1.86176 0.01 -0.06 0.06
H 3.90795 -3.94667 1.07985 -0.02 0.02 0.07
H 1.95902 -2.89573 2.78683 -0.08 0.07 -0.20
H -0.49299 -2.92202 1.40322 0.22 0.02 0.13
H 2.96641 1.43288 2.51580 0.12 -0.07 0.02
H 2.77666 3.89699 2.35711 0.08 0.04 0.02
H 0.63179 4.94383 1.75595 -0.02 0.08 -0.01
H -1.35329 3.52611 1.28719 -0.09 0.09 -0.03
H -4.27810 -2.62965 0.48787 0.03 -0.10 0.01
H -6.60391 -3.05469 -0.25265 -0.02 -0.07 0.00
H -8.09274 -1.16015 -0.77049 -0.07 -0.01 -0.02
H -7.26883 1.15332 -0.55430 -0.04 0.06 -0.01
H -4.93806 1.56750 0.18780 0.01 0.09 0.00

70
Properties=species:S:1:pos:R:3:forces:R:3 method="wB97M-V/def2-TZVPD" charge=+1 fmax_ev_per_a=0.650 e_homo_ev="-10.63 / -10.63" spin_multiplicity=4 e_tot_ev=-156682.747 gap_ev="7.9 / 7.7"
Cr 0.47612 0.10513 0.17659 -0.12 -0.03 0.42
O 1.13509 -2.85425 2.59868 -0.02 0.26 -0.09
C -0.07227 -3.44100 2.84438 -0.05 0.02 -0.02
C -0.11348 -4.55886 3.66031 -0.07 -0.05 0.02
C -1.32800 -5.17359 3.92771 0.00 -0.03 0.03
C -2.51044 -4.67192 3.40264 0.11 0.07 -0.04
C -2.45777 -3.54848 2.58953 -0.06 -0.02 0.02
C -1.25092 -2.93034 2.28761 -0.04 -0.15 0.02
C -1.22593 -1.80097 1.29429 0.23 0.20 -0.04
O -0.29991 -0.79695 1.62118 -0.23 -0.55 -0.01
N -0.83113 -2.37444 -0.02555 0.25 -0.12 0.10
N -0.33357 -1.46075 -0.89140 0.11 0.27 0.07
C -0.29768 -1.65869 -2.15092 0.09 0.22 -0.28
C 0.38608 -0.74697 -3.07429 -0.38 -0.41 0.32
Br 1.31408 0.71279 -2.28821 0.30 0.08 -0.08
C 0.42467 -0.88297 -4.39734 -0.19 -0.13 -0.30
C -0.39623 -1.84776 -5.16268 0.18 0.17 0.16
C -1.75689 -1.99658 -4.89875 -0.13 -0.03 -0.01
C -2.51280 -2.90560 -5.62343 0.04 -0.01 -0.01
C -1.91784 -3.66691 -6.61937 -0.01 0.00 0.01
C -0.57076 -3.49659 -6.91152 0.03 0.03 0.05
C 0.18480 -2.58244 -6.19375 -0.01 -0.06 -0.08
H 0.91517 -1.94912 2.28623 0.01 -0.08 0.02
H 0.80951 -4.93110 4.08448 0.00 0.00 0.00
H -1.34958 -6.04655 4.56708 0.00 0.00 0.00
H -3.45619 -5.14540 3.62397 -0.01 0.01 0.01
H -3.37356 -3.13842 2.17599 0.01 -0.01 -0.01
H -2.23126 -1.38377 1.19238 -0.01 0.07 0.10
H -1.45791 -3.05740 -0.43615 -0.09 0.00 0.08
H -0.74776 -2.55246 -2.57376 0.03 0.00 -0.08
H 1.08471 -0.23552 -4.96410 -0.04 0.03 -0.02
H -2.24214 -1.37005 -4.15930 0.06 0.01 0.03
H -3.57037 -3.00625 -5.41914 0.00 -0.01 0.00
H -2.50855 -4.38043 -7.17802 0.01 0.01 -0.02
H -0.10921 -4.07268 -7.70196 0.00 0.00 0.00
H 1.23216 -2.43989 -6.43055 0.00 -0.02 0.01
C 2.23914 3.98612 2.32502 0.09 -0.01 -0.06
N 3.10856 2.81366 2.24905 -0.14 -0.02 -0.01
C 4.27435 2.78538 3.12759 0.07 0.10 -0.09
C 2.62205 1.69151 1.67372 0.13 -0.04 0.12
N 1.43271 1.57361 1.18364 -0.05 -0.02 -0.06
N 3.51162 0.62581 1.62429 -0.11 0.05 -0.06
C 3.27439 -0.65340 1.15455 -0.04 0.07 0.16
N 4.29095 -1.51448 1.40768 0.03 -0.05 -0.05
N 2.20363 -0.97056 0.51855 0.15 -0.03 -0.15
H 2.86050 4.86146 2.49227 -0.03 0.00 0.04
H 1.50619 3.90381 3.13071 -0.01 -0.01 0.02
H 1.72173 4.13433 1.37932 0.00 0.02 -0.03
H 4.45500 3.79945 3.47089 -0.02 -0.04 0.07
H 5.18309 2.48916 2.59906 -0.01 -0.02 -0.03
H 4.12303 2.14251 3.99625 -0.01 -0.01 0.01
H 0.82113 2.36569 1.33313 0.06 0.01 -0.02
H 4.45277 0.81481 1.92091 0.00 -0.01 -0.02
H 4.90813 -1.33781 2.18199 -0.01 -0.01 0.03
H 4.13181 -2.48860 1.20662 0.00 0.01 0.01
H 2.14977 -1.96938 0.34207 -0.04 0.02 0.00
C -2.70763 1.75019 1.36120 -0.06 0.05 0.03
C -2.15768 1.78103 -0.06463 -0.01 -0.17 0.08
O -0.88898 1.29973 -0.18490 0.01 0.31 -0.18
C -3.07148 0.95367 -1.00097 -0.09 0.13 0.15
F -3.27595 -0.27164 -0.46457 -0.05 0.02 -0.07
F -2.52417 0.74808 -2.20341 0.03 0.02 -0.10
F -4.27000 1.51707 -1.18229 0.01 -0.07 -0.01
C -2.10705 3.25031 -0.53383 0.07 0.10 -0.09
F -1.80910 3.35656 -1.83245 -0.01 0.04 -0.01
F -1.13720 3.90301 0.14862 -0.03 -0.05 0.01
F -3.24797 3.90850 -0.31141 -0.02 0.00 -0.03
H -2.52357 0.77330 1.78929 0.05 -0.16 0.06
H -3.77404 1.96891 1.40445 0.02 0.02 -0.08
H -2.18273 2.48974 1.96372 0.03 0.00 0.00